Entry 1:
{"formula": "C48H53BrCl2N2O6RuSe", "method": "wB97M-V/def2-TZVPD", "gap_ev": [5.532, 6.351], "e_above_lowest_ev": 2.326, "charge": -1, "multiplicity": 2, "species": ["Ru", "C", "C", "C", "C", "C", "C", "C", "Se", "C", "C", "C", "C", "C", "C", "O", "C", "C", "C", "C", "C", "C", "C", "C", "C", "O", "C", "C", "C", "C", "C", "C", "H", "H", "H", "H", "H", "H", "H", "H", "H", "H", "H", "H", "H", "H", "H", "H", "H", "H", "H", "H", "H", "H", "H", "H", "H", "H", "H", "H", "H", "H", "H", "H", "H", "H", "H", "H", "H", "H", "H", "H", "Br", "C", "C", "N", "C", "C", "C", "C", "O", "O", "H", "H", "H", "Cl", "C", "C", "C", "C", "C", "Cl", "C", "N", "C", "C", "C", "C", "C", "C", "C", "C", "O", "O", "H", "H", "H", "H", "H", "H", "H", "H", "H", "H"], "xyz": [[-0.6326, 1.1380, -1.6529], [4.8497, -1.7376, 3.5364], [4.2425, -0.3278, 3.5647], [5.3626, 0.7152, 3.6883], [3.3599, -0.2210, 4.8106], [3.4711, -0.0731, 2.2785], [2.1161, 0.2112, 2.2447], [1.4907, 0.4796, 1.0418], [-0.4301, 0.7969, 1.0550], [-0.9424, -1.0759, 1.0380], [-0.9194, -1.7611, 2.2338], [-1.2645, -3.1031, 2.2739], [-1.5922, -3.6998, 1.0578], [-1.6279, -3.0535, -0.1624], [-1.3488, -1.6460, -0.2050], [-1.4713, -0.9130, -1.2415], [-2.0064, -3.8944, -1.3813], [-1.8808, -3.1333, -2.6966], [-1.0803, -5.1198, -1.4659], [-3.4638, -4.3566, -1.2154], [-1.3192, -3.9214, 3.5527], [-2.7633, -4.3874, 3.7843], [-0.8854, -3.1207, 4.7813], [-0.3823, -5.1311, 3.4358], [2.1752, 0.5313, -0.1998], [1.5952, 0.8998, -1.2791], [3.5612, 0.1589, -0.1627], [4.1448, -0.1174, 1.0539], [4.3287, 0.0372, -1.4745], [5.7920, -0.3721, -1.2616], [4.3177, 1.3730, -2.2297], [3.6371, -1.0377, -2.3262], [5.3906, -1.9347, 4.4606], [5.5433, -1.8553, 2.7086], [4.0612, -2.4798, 3.4332], [5.9037, 0.5857, 4.6249], [4.9374, 1.7158, 3.6669], [6.0736, 0.6273, 2.8717], [3.9687, -0.3844, 5.6991], [2.5746, -0.9732, 4.7989], [2.9073, 0.7644, 4.8865], [1.5226, 0.2364, 3.1450], [-0.6319, -1.2226, 3.1227], [-1.8436, -4.7499, 1.0673], [-0.8683, -2.7663, -2.8396], [-2.5469, -2.2788, -2.7096], [-2.1272, -3.7764, -3.5399], [-0.0446, -4.7976, -1.5439], [-1.3199, -5.7104, -2.3479], [-1.1718, -5.7687, -0.5985], [-4.1191, -3.4937, -1.1179], [-3.5864, -4.9781, -0.3306], [-3.7809, -4.9333, -2.0822], [-3.4209, -3.5235, 3.8460], [-2.8403, -4.9450, 4.7160], [-3.1113, -5.0241, 2.9764], [-1.5303, -2.2607, 4.9404], [0.1437, -2.7854, 4.6822], [-0.9489, -3.7563, 5.6633], [-0.6783, -5.7949, 2.6292], [-0.3815, -5.7052, 4.3605], [0.6324, -4.7891, 3.2463], [5.1880, -0.3897, 1.0665], [6.3219, 0.3699, -0.6671], [6.2919, -0.4464, -2.2259], [5.8648, -1.3410, -0.7712], [4.7680, 2.1578, -1.6237], [3.2986, 1.6580, -2.4742], [4.8829, 1.2819, -3.1566], [3.6248, -1.9888, -1.7951], [4.1593, -1.1734, -3.2718], [2.6112, -0.7464, -2.5394], [-1.5567, 4.5764, 5.0879], [-0.7714, 4.2563, 3.3863], [0.5594, 3.8819, 3.3099], [1.1664, 3.6825, 2.1550], [0.4682, 3.8058, 1.0384], [-0.8801, 4.1590, 1.0213], [-1.5142, 4.4072, 2.2298], [-1.6806, 4.1841, -0.2762], [-2.3833, 5.1503, -0.5347], [-1.5397, 3.1433, -0.9721], [1.1533, 3.7361, 4.2027], [1.0136, 3.6296, 0.1162], [-2.5516, 4.7081, 2.2394], [0.4706, 3.3298, -3.1300], [-0.7447, 4.5381, -3.4039], [-0.4480, 5.8761, -3.2085], [-1.4018, 6.8421, -3.4753], [-2.6534, 6.4838, -3.9436], [-2.9530, 5.1444, -4.0950], [-4.5005, 4.6877, -4.7088], [-2.0258, 4.1352, -3.8120], [-2.3506, 2.7990, -3.9958], [-3.2368, 2.1102, -3.1635], [-3.9259, 2.7477, -2.1307], [-4.7173, 2.0173, -1.2680], [-4.8591, 0.6475, -1.4416], [-4.2481, 0.0235, -2.5129], [-3.4508, 0.7347, -3.4051], [-2.8759, 0.0725, -4.6055], [-1.3318, -0.2822, -4.4782], [-0.9676, -1.3077, -5.0154], [-0.6384, 0.6028, -3.9125], [0.5290, 6.1544, -2.8476], [-1.1746, 7.8841, -3.3230], [-3.3868, 7.2348, -4.1967], [-1.5527, 2.2077, -4.2431], [-3.7861, 3.8052, -1.9734], [-5.2095, 2.5158, -0.4446], [-5.4579, 0.0754, -0.7477], [-4.4119, -1.0317, -2.6844], [-2.9422, 0.7325, -5.4760], [-3.3852, -0.8678, -4.8164]], "atomic_forces_ev_per_a": [[0.94, -2.79, 1.78], [-0.08, 0.18, 0.04], [0.08, -0.05, 0.15], [-0.13, -0.13, 0.03], [0.14, -0.03, -0.22], [-0.22, -0.01, 0.05], [0.22, -0.02, 0.03], [-0.06, 0.30, -0.74], [0.39, -0.40, -1.53], [-0.34, 0.12, -0.77], [-0.05, -0.10, 0.04], [0.04, 0.11, -0.04], [0.08, 0.24, 0.26], [0.06, 0.49, -0.39], [0.69, -0.51, 2.56], [0.68, 2.91, -2.43], [-0.12, -0.12, -0.15], [0.04, -0.06, 0.08], [-0.12, 0.14, 0.03], [0.20, 0.02, -0.04], [0.01, -0.09, 0.18], [0.18, 0.04, 0.02], [-0.06, -0.12, -0.18], [-0.10, 0.14, 0.05], [-0.01, -0.59, 2.49], [-2.81, 0.66, -2.44], [-0.34, 0.15, -0.42], [-0.19, 0.05, 0.14], [0.08, -0.04, -0.16], [-0.31, 0.07, 0.00], [-0.08, -0.07, 0.03], [-0.04, 0.09, 0.05], [0.09, -0.04, 0.13], [0.07, -0.05, -0.12], [-0.06, -0.12, -0.03], [0.08, -0.02, 0.11], [0.00, 0.15, -0.01], [0.10, 0.03, -0.12], [0.03, -0.01, 0.08], [-0.16, -0.07, 0.02], [-0.11, 0.13, 0.04], [-0.02, 0.01, 0.17], [0.04, 0.01, 0.20], [-0.05, -0.12, -0.01], [0.01, 0.07, -0.10], [-0.02, 0.06, -0.12], [-0.03, -0.16, -0.04], [0.14, 0.02, -0.01], [-0.06, -0.05, -0.13], [0.01, -0.09, 0.10], [-0.11, 0.10, 0.01], [-0.04, -0.06, 0.11], [-0.03, -0.08, -0.14], [-0.13, 0.08, 0.00], [-0.01, -0.11, 0.13], [-0.07, -0.08, -0.13], [-0.05, 0.17, 0.04], [0.15, 0.13, 0.02], [0.00, -0.04, 0.09], [-0.02, -0.09, -0.14], [-0.03, -0.10, 0.14], [0.15, -0.01, -0.06], [0.12, 0.01, -0.02], [0.11, 0.05, 0.09], [0.00, -0.01, -0.10], [0.06, -0.11, 0.07], [0.06, 0.11, 0.05], [0.02, 0.08, -0.03], [0.09, -0.01, -0.09], [0.02, -0.11, 0.02], [0.08, -0.01, -0.12], [-0.03, -0.06, -0.06], [0.04, -0.05, -0.09], [-0.16, 0.05, 0.06], [-0.13, 0.01, 0.28], [0.52, -0.06, -0.05], [-0.25, 0.23, -0.18], [-0.14, -0.02, -0.11], [0.22, 0.06, -0.06], [0.53, 0.25, 0.83], [-0.27, 0.25, 0.04], [0.44, -1.29, -1.07], [-0.02, 0.05, 0.12], [-0.11, -0.07, -0.07], [-0.05, 0.02, 0.05], [0.26, -0.02, 0.10], [-0.60, 0.30, -0.07], [0.16, -0.21, -0.08], [-0.09, -0.01, -0.05], [0.14, -0.05, 0.13], [0.20, -0.07, -0.01], [-0.22, 0.05, -0.09], [0.06, 0.17, 0.00], [0.47, -0.21, -0.48], [-0.43, -0.41, 0.21], [-0.11, -0.08, 0.02], [0.02, 0.03, -0.13], [-0.10, -0.11, 0.04], [-0.16, 0.15, 0.07], [0.06, 0.48, 0.20], [1.02, -0.48, 0.10], [-2.75, -1.10, -1.04], [0.60, -0.05, -0.03], [1.83, 1.74, 2.59], [0.13, 0.01, 0.04], [0.10, 0.13, 0.03], [-0.08, -0.02, 0.04], [-0.17, 0.14, 0.05], [0.04, 0.06, 0.10], [-0.03, 0.06, 0.04], [-0.06, -0.08, 0.03], [0.05, -0.08, -0.02], [-0.10, -0.04, -0.02], [-0.04, 0.12, -0.06]], "mulliken_charge": [2.016, -1.655, 1.952, -1.692, -1.820, -0.537, -0.487, 0.015, -0.270, -0.167, -0.364, -0.363, -0.712, -0.084, 0.903, -0.314, 2.612, -1.950, -1.919, -1.825, 2.153, -1.722, -2.165, -1.680, 0.952, -0.805, -0.110, -0.281, 2.353, -2.331, -1.560, -1.658, 0.489, 0.301, 0.308, 0.467, 0.348, 0.295, 0.472, 0.149, 0.359, 0.305, 0.387, 0.269, 0.363, -0.146, 0.583, 0.390, 0.486, 0.353, 0.312, 0.324, 0.470, 0.357, 0.475, 0.307, 0.382, 0.322, 0.482, 0.318, 0.477, 0.330, 0.403, 0.423, 0.448, 0.390, 0.332, 0.092, 0.483, 0.311, 0.443, 0.250, -0.225, -0.067, -0.216, -0.456, -0.709, 0.180, -0.448, -0.222, -0.674, 0.679, 0.395, 0.612, 0.620, 0.056, -0.235, -0.556, -0.586, -0.556, 1.181, -0.228, -0.825, 0.192, 0.337, -0.446, -0.866, -0.978, -0.075, 1.154, -1.682, 0.480, -0.757, -0.910, 0.425, 0.375, 0.429, 0.518, 0.259, 0.432, 0.399, 0.346, 0.507, 0.346]}


Entry 2:
{"formula": "C48H53MnO10P3S2", "method": "wB97M-V/def2-TZVPD", "gap_ev": [7.092, 7.293], "e_above_lowest_ev": 0.000, "charge": -1, "multiplicity": 5, "species": ["Mn", "O", "P", "C", "P", "O", "C", "C", "C", "C", "C", "C", "C", "C", "C", "C", "C", "C", "C", "C", "C", "C", "C", "C", "C", "C", "C", "C", "C", "C", "H", "H", "H", "H", "H", "H", "H", "H", "H", "H", "H", "H", "H", "H", "H", "H", "H", "H", "H", "H", "H", "H", "O", "C", "C", "O", "C", "C", "O", "C", "O", "O", "C", "C", "C", "C", "C", "C", "C", "C", "C", "C", "C", "C", "O", "H", "H", "H", "H", "H", "H", "H", "H", "H", "H", "H", "H", "H", "H", "H", "H", "H", "C", "C", "C", "O", "P", "S", "S", "O", "C", "C", "C", "H", "H", "H", "H", "H", "H", "H", "H", "H", "H", "H", "H", "H", "H"], "xyz": [[-0.0597, -0.2068, 0.4502], [1.4314, -0.0476, 2.1554], [2.6399, 0.8289, 1.9135], [2.1170, 2.4776, 1.3685], [0.3829, 2.6469, 1.8641], [-0.5711, 1.6784, 1.2197], [0.3947, 2.3334, 3.6601], [1.1118, 3.1431, 4.5430], [1.0421, 2.9214, 5.9106], [0.2443, 1.8934, 6.4032], [-0.4717, 1.0854, 5.5279], [-0.3974, 1.3026, 4.1560], [-0.1231, 4.3660, 1.8136], [0.7514, 5.4131, 1.5565], [0.2998, 6.7254, 1.6358], [-1.0238, 6.9852, 1.9618], [-1.8982, 5.9340, 2.2165], [-1.4510, 4.6235, 2.1521], [3.8388, 0.1307, 0.7983], [3.8871, -1.2650, 0.7536], [4.7834, -1.8899, -0.0991], [5.6294, -1.1261, -0.8978], [5.5780, 0.2587, -0.8501], [4.6759, 0.8910, -0.0057], [3.5385, 1.0275, 3.4633], [3.0760, 0.3516, 4.5861], [3.7403, 0.4911, 5.7992], [4.8590, 1.3073, 5.8907], [5.3286, 1.9795, 4.7657], [4.6716, 1.8361, 3.5533], [2.1913, 2.5632, 0.2790], [2.6925, 3.2551, 1.8756], [1.7299, 3.9556, 4.1672], [1.6082, 3.5484, 6.5903], [0.1794, 1.7252, 7.4725], [-1.0860, 0.2774, 5.9083], [-0.9334, 0.6630, 3.4618], [1.7755, 5.2114, 1.2552], [0.9794, 7.5427, 1.4271], [-1.3779, 8.0088, 2.0083], [-2.9326, 6.1354, 2.4653], [-2.1288, 3.8001, 2.3530], [3.2036, -1.8504, 1.3601], [4.8047, -2.9715, -0.1588], [6.3068, -1.6146, -1.5860], [6.2058, 0.8520, -1.5041], [4.5947, 1.9731, -0.0256], [2.1877, -0.2669, 4.5021], [3.3750, -0.0324, 6.6742], [5.3688, 1.4240, 6.8391], [6.2085, 2.6082, 4.8347], [5.0528, 2.3464, 2.6735], [3.0714, -1.4887, -4.4853], [2.6372, -1.3221, -3.3849], [1.8371, -2.3439, -2.5481], [1.7945, -3.5350, -2.7193], [1.2324, -1.5180, -1.4913], [1.7728, -0.2684, -1.4841], [1.3942, 0.5441, -0.5081], [2.7190, -0.0287, -2.5563], [3.4461, 0.9117, -2.7742], [0.3379, -1.8416, -0.5983], [-3.8161, 0.5317, 2.2075], [-4.1790, -0.9016, 1.7952], [-4.2888, -1.0224, 0.2713], [-3.2561, -1.9661, 2.3772], [-3.8227, -2.9861, 3.1366], [-3.0626, -4.0095, 3.6863], [-1.6945, -4.0048, 3.4779], [-1.0775, -3.0038, 2.7319], [0.4330, -3.0378, 2.5485], [1.1633, -3.0388, 3.8915], [0.8678, -4.2259, 1.6813], [-1.8717, -1.9913, 2.1721], [-1.3038, -0.9721, 1.4974], [-4.6018, 1.2232, 1.8821], [-2.8802, 0.8550, 1.7532], [-3.7208, 0.6138, 3.2954], [-5.1647, -1.1170, 2.2126], [-3.3384, -0.7976, -0.2068], [-5.0317, -0.3174, -0.1209], [-4.5881, -2.0348, -0.0184], [-4.8973, -2.9685, 3.2961], [-3.5304, -4.7940, 4.2701], [-1.0850, -4.8015, 3.8986], [0.7227, -2.1330, 2.0426], [0.9393, -3.9405, 4.4708], [0.8794, -2.1699, 4.4954], [2.2483, -3.0065, 3.7343], [0.5595, -5.1711, 2.1437], [1.9592, -4.2445, 1.5672], [0.4317, -4.1653, 0.6838], [0.2302, 0.5761, -5.5821], [-0.8478, 1.3962, -4.9136], [-1.5057, 2.3788, -5.8667], [-0.1932, 2.1192, -3.8422], [-0.8936, 2.3557, -2.4157], [0.2620, 3.5891, -1.4162], [-1.4578, 0.5771, -1.7185], [-2.2728, 3.0893, -2.8749], [-3.4919, 3.0749, -2.1007], [-3.3128, 3.6958, -0.7258], [-4.5043, 3.8101, -2.9456], [-0.1676, 0.0848, -6.4761], [0.6270, -0.1913, -4.9146], [1.0574, 1.2291, -5.8742], [-1.5945, 0.7336, -4.4714], [-0.7447, 3.0427, -6.2906], [-2.2468, 2.9868, -5.3502], [-1.9916, 1.8355, -6.6847], [-3.7933, 2.0336, -1.9819], [-2.8697, 4.6929, -0.8101], [-2.6542, 3.0860, -0.1013], [-4.2901, 3.7694, -0.2316], [-4.1918, 4.8484, -3.0928], [-5.4797, 3.8033, -2.4503], [-4.6073, 3.3362, -3.9238]], "atomic_forces_ev_per_a": [[-0.01, 0.06, -0.52], [0.56, 0.02, -0.09], [-0.45, -0.38, 0.09], [0.20, 0.23, -0.03], [-0.18, -0.45, 0.45], [0.22, 0.09, -0.03], [-0.08, 0.21, 0.05], [-0.03, 0.01, -0.04], [-0.02, -0.05, -0.04], [0.00, 0.02, -0.06], [0.05, 0.04, -0.04], [0.01, -0.09, 0.03], [-0.05, 0.00, -0.12], [0.03, 0.08, -0.07], [0.02, -0.07, -0.01], [0.00, -0.06, 0.00], [0.01, -0.03, -0.01], [0.05, 0.12, -0.02], [0.09, -0.22, -0.13], [0.13, 0.05, -0.02], [0.01, 0.04, 0.01], [-0.02, 0.00, 0.04], [0.06, 0.02, 0.07], [0.09, 0.04, 0.00], [-0.01, 0.14, 0.16], [-0.01, -0.03, 0.06], [0.02, 0.01, -0.05], [-0.04, 0.00, -0.06], [-0.05, -0.04, 0.01], [-0.01, -0.01, 0.03], [-0.10, 0.04, 0.07], [0.08, -0.01, -0.03], [-0.08, -0.04, 0.01], [-0.03, -0.03, -0.04], [0.02, 0.00, -0.05], [0.01, 0.03, -0.02], [0.01, 0.03, 0.03], [-0.13, 0.05, 0.03], [-0.02, -0.03, -0.01], [0.01, -0.05, 0.01], [0.01, 0.00, -0.01], [0.03, 0.03, -0.02], [-0.01, 0.02, -0.04], [0.00, 0.03, -0.01], [0.02, -0.01, 0.01], [-0.07, -0.05, 0.02], [0.00, -0.07, 0.01], [0.10, 0.07, 0.00], [0.00, 0.01, -0.02], [0.00, -0.02, -0.01], [-0.04, -0.02, 0.00], [-0.03, -0.02, 0.02], [0.31, -0.16, -0.40], [-0.23, 0.07, 0.46], [0.06, 0.46, 0.16], [-0.07, -0.30, -0.15], [-0.50, -0.94, -0.04], [-0.08, 1.11, 0.56], [0.42, -0.06, -0.49], [-0.09, -0.33, -0.07], [-0.01, 0.20, -0.13], [0.37, 0.27, 0.15], [-0.04, 0.00, 0.01], [0.29, 0.03, -0.08], [-0.07, -0.05, 0.01], [-0.52, -0.09, 0.11], [-0.05, 0.02, -0.02], [-0.02, 0.06, -0.01], [0.06, -0.02, -0.06], [0.18, -0.31, 0.13], [-0.23, -0.27, 0.01], [0.06, 0.00, 0.07], [0.00, -0.03, 0.10], [0.81, 0.60, -0.36], [-0.85, -0.27, 0.47], [0.02, -0.07, 0.03], [0.01, -0.05, -0.01], [-0.01, 0.00, -0.05], [-0.10, -0.02, 0.05], [0.05, 0.01, -0.01], [0.07, -0.06, 0.06], [0.01, 0.09, 0.03], [0.04, -0.02, 0.00], [0.01, 0.03, -0.03], [-0.05, 0.09, -0.03], [0.07, 0.18, -0.17], [0.02, 0.06, -0.02], [-0.01, -0.09, -0.07], [-0.09, 0.01, 0.02], [0.06, 0.06, -0.06], [-0.11, 0.01, 0.03], [-0.02, 0.03, 0.05], [0.11, -0.10, -0.14], [0.07, 0.04, 0.23], [0.11, 0.05, -0.07], [-0.24, 0.29, -0.15], [0.01, 0.07, -0.09], [-0.14, -0.03, -0.08], [-0.24, -0.30, 0.29], [0.05, 0.07, 0.11], [0.31, -0.06, -0.05], [0.05, 0.04, 0.06], [-0.18, 0.14, -0.06], [0.06, 0.02, 0.08], [-0.09, 0.10, -0.03], [-0.05, -0.07, -0.02], [-0.07, -0.01, 0.01], [-0.08, -0.06, 0.01], [0.02, -0.03, 0.00], [0.05, 0.05, 0.08], [0.01, -0.12, 0.01], [-0.06, -0.06, 0.00], [-0.02, 0.02, -0.10], [0.13, 0.00, -0.06], [-0.03, -0.07, 0.01], [0.05, 0.01, -0.05], [0.01, 0.02, 0.04]], "mulliken_charge": [0.738, 0.015, 0.753, -1.474, -0.093, 0.352, 0.544, -0.667, -0.738, -0.737, -0.465, -0.642, 1.290, 0.096, -0.731, -0.562, -0.722, -0.767, 0.635, -0.516, -0.672, -0.423, -0.788, -0.304, 0.643, -0.049, -0.858, -0.589, -0.770, -0.824, 0.622, 1.173, 0.411, 0.442, 0.394, 0.511, 0.337, 0.367, 0.411, 0.372, 0.432, 0.224, 0.061, 0.437, 0.388, 0.359, 0.307, 0.347, 0.466, 0.393, 0.423, 0.442, -0.637, -0.077, 0.190, -0.672, 0.869, 0.733, 0.021, 0.268, -0.760, -0.822, -1.309, 0.271, -1.339, 0.787, -1.134, -1.431, -0.688, 0.553, 2.152, -1.716, -1.856, -0.139, 0.456, 0.551, 0.036, 0.308, 0.596, 0.012, 0.401, 0.363, 0.355, 0.361, 0.353, -0.621, 0.408, 0.260, 0.446, 0.401, 0.400, 0.372, -1.334, 0.930, -1.528, -0.218, 0.670, -0.521, -0.819, -0.241, 0.772, -0.699, -1.777, 0.483, 0.071, 0.309, 0.353, 0.318, 0.244, 0.409, 0.132, 0.338, -0.288, 0.491, 0.355, 0.405, 0.431]}